No. 1
# C24H37ClFIN2O9S3

A structure of composition C24H37ClFIN2O9S3 at a distorted geometry (ωB97M-V/def2-TZVPD, the OMol25 dataset).

Results
HOMO level   -8.97 eV
LUMO   -0.7 eV

CARTESIAN COORDINATES (ANGSTROEM)
1 I -2.507 -3.438 2.629
2 Cl 1.920 -5.871 1.419
3 S -1.444 -1.190 -5.964
4 S 3.973 -2.912 -3.400
5 S 1.485 2.775 8.940
6 F 2.953 1.324 -5.246
7 O 0.125 3.034 9.305
8 O 2.415 3.840 8.730
9 O -0.542 -0.360 -6.701
10 O 1.503 1.808 7.670
11 O -1.799 2.703 2.272
12 O 2.869 -3.508 0.819
13 O -0.009 2.176 3.576
14 O -1.997 -0.767 -4.711
15 O -2.630 -1.654 -6.926
16 N 3.533 -1.353 -3.375
17 N 2.909 -3.580 -2.316
18 C 2.190 -2.526 -1.960
19 C 2.190 1.642 10.092
20 C 1.525 3.336 5.760
21 C -1.277 -1.681 2.829
22 C 1.975 -4.257 0.596
23 C 0.779 -0.066 -1.304
24 C 1.806 -0.003 -2.219
25 C 1.099 -2.534 -0.996
26 C 0.793 2.223 6.486
27 C -3.246 0.382 -8.150
28 C 2.320 1.242 -2.937
29 C 2.492 -1.234 -2.530
30 C -1.478 1.257 -1.186
31 C 1.831 1.230 -4.421
32 C 0.802 -3.889 -0.357
33 C -1.187 2.119 3.358
34 C -2.217 2.107 -0.101
35 C 0.061 1.240 -0.932
36 C -0.691 -2.769 -5.754
37 C -0.118 -1.626 1.812
38 C 0.430 -1.375 -0.688
39 C -0.680 -1.504 0.362
40 C -3.687 -0.717 -7.203
41 C -2.030 1.605 1.336
42 H 0.727 1.352 5.838
43 H 0.217 -2.622 -5.172
44 H -1.161 0.929 1.451
45 H 0.546 -0.752 1.967
46 H -1.831 1.531 4.057
47 H 0.649 -4.681 -1.113
48 H -0.098 -3.897 0.278
49 H -1.916 0.250 -1.301
50 H -2.903 1.004 1.671
51 H 2.334 2.179 11.028
52 H 1.099 2.023 -4.638
53 H -1.914 -0.783 2.799
54 H -0.229 2.517 6.737
55 H -1.248 -2.422 0.126
56 H 3.421 1.145 -2.992
57 H -4.491 -1.289 -7.664
58 H -2.816 -0.042 -9.058
59 H -0.827 -1.683 3.838
60 H -1.764 3.118 -0.151
61 H -1.414 -0.691 0.350
62 H 1.034 3.574 4.823
63 H -3.279 2.244 -0.370
64 H -4.078 -0.303 -6.271
65 H 1.556 4.246 6.360
66 H -0.443 -3.172 -6.733
67 H -4.091 1.018 -8.419
68 H 0.479 2.061 -1.533
69 H -2.483 1.014 -7.696
70 H -1.667 1.765 -2.148
71 H 0.342 1.479 0.113
72 H 3.149 1.303 9.708
73 H 1.508 0.809 10.236
74 H 2.557 3.048 5.557
75 H -1.378 -3.424 -5.223
76 H 1.341 0.259 -4.602
77 H 2.125 2.189 -2.419
78 H 0.508 -2.524 1.955



No. 2
# C6H10

The molecule C6H10 (ωB97M-V/def2-TZVPD, the OMol25 dataset).

Results
ΔE to the lowest compared entry with this formula, charge and spin   30.8 kcal per mole
HOMO level   -9.59 eV
LUMO   1.2 eV

CARTESIAN COORDINATES (ANGSTROEM)
1 C -0.627 0.439 0.462
2 C 0.691 -0.794 -1.258
3 C -1.128 -0.735 1.301
4 C 1.025 0.631 -0.939
5 C 0.869 0.889 0.560
6 C -0.421 0.181 -1.030
7 H -0.312 -1.397 1.601
8 H -1.820 -1.342 0.711
9 H 0.893 -1.585 -0.537
10 H -1.278 1.307 0.601
11 H -1.640 -0.401 2.207
12 H 0.837 -1.088 -2.294
13 H -1.159 0.397 -1.798
14 H 1.578 1.259 -1.631
15 H 1.515 0.295 1.218
16 H 0.975 1.944 0.826



No. 3
# CHN2O3S2

A structure of composition CHN2O3S2 at a distorted geometry (ωB97M-V/def2-TZVPD, the OMol25 dataset).

Results
ΔE to the lowest compared entry with this formula, charge and spin   0.0 kcal per mole
Total charge   -1
HOMO level   -5.27 eV
LUMO   3.2 eV

CARTESIAN COORDINATES (ANGSTROEM)
1 S 0.169 1.156 -1.810
2 S 0.720 -0.893 0.188
3 O 1.055 0.539 -0.612
4 O 2.097 -1.329 0.323
5 O -0.023 -1.761 -0.650
6 N 0.043 -0.355 1.506
7 N -2.168 0.520 1.040
8 C -1.119 0.069 1.186
9 H -0.776 2.052 -1.170



No. 4
# C4H4N2S2

The molecule C4H4N2S2 at a distorted geometry (ωB97M-V/def2-TZVPD, the OMol25 dataset).

Results
ΔE to the lowest compared entry with this formula, charge and spin   93.2 kcal per mole
HOMO level   -8.86 eV
LUMO   -0.4 eV

CARTESIAN COORDINATES (ANGSTROEM)
1 S -2.313 -0.930 -0.529
2 S 2.851 -0.744 -0.284
3 N 1.735 0.534 -0.359
4 N -1.108 -1.468 0.452
5 C -0.357 1.483 0.058
6 C 0.559 0.371 0.123
7 C 0.027 -0.932 0.579
8 C -1.166 2.363 -0.025
9 H 0.736 -1.598 1.086
10 H -1.928 3.092 -0.059
11 H 3.960 -0.068 -0.591
12 H -2.995 -2.102 -0.453



No. 5
# C8H12F3NP

A cluster of 2 separate species, C8H12F3NP in total at a distorted geometry (ωB97M-V/def2-TZVPD, the OMol25 dataset).

Results
ΔE to the lowest compared entry with this formula, charge and spin   41.2 kcal per mole
Total charge   +1
HOMO level   -13.79 eV
LUMO   -6.1 eV

CARTESIAN COORDINATES (ANGSTROEM)
1 P 0.158 2.174 0.659
2 F 2.862 0.491 1.207
3 F 3.699 -1.000 -0.089
4 F 2.685 0.689 -0.932
5 N 0.110 -0.620 0.175
6 C -1.941 -2.043 0.836
7 C 0.168 -2.799 -0.641
8 C 2.616 -0.169 0.100
9 C 1.416 -2.415 -0.377
10 C -1.590 2.496 0.942
11 C 1.326 -1.060 0.061
12 C 0.213 2.895 -1.030
13 C -0.808 -1.725 -0.132
14 H -0.147 -3.686 -1.047
15 H -2.161 -1.137 1.363
16 H 1.142 2.840 -1.564
17 H 0.096 3.984 -1.020
18 H -2.038 2.226 1.870
19 H -0.539 2.250 -1.581
20 H -1.768 -2.879 1.446
21 H -2.403 2.324 0.233
22 H -1.447 3.596 0.971
23 H -2.830 -2.379 0.238
24 H -1.252 -1.275 -1.121
25 H 2.430 -2.779 -0.567



no.,frontier orbital gap (eV)
1,8.3
2,10.8
3,8.5
4,8.5
5,7.7